No. 1
The following is a DFT calculation (ωB97M-V/def2-TZVPD) of a single C3H4N2S molecule.

Calculated values
SMILES string	N#C[C@]1(N)CS1
calculated total energy	-624.311529	Ha
frontier orbital gap	9.98	eV
M	100.1	g/mol

The geometry in XYZ format:
```
10
Properties=species:S:1:pos:R:3:mulliken_charge:R:1
C 1.572 -0.132 -0.064 0.1964
C -0.726 0.875 -0.952 -0.6847
C 0.153 0.024 0.193 0.4595
N 2.668 -0.455 -0.064 -0.3752
N -0.414 -1.004 0.931 -0.5592
S -0.234 1.767 0.512 -0.1253
H -1.756 0.537 -1.004 0.2837
H -0.827 1.365 -2.071 0.2779
H 0.046 -1.936 0.565 0.2813
H -0.482 -1.041 1.953 0.2457
```


No. 2
The following is a DFT calculation (ωB97M-V/def2-TZVPD) of 10 unconnected molecules or ions with the total composition C40H95Cl10O20P5.

Calculated values
SMILES string	CCOP(=O)(OCC)OCC.CCOP(=O)(OCC)OCC.CCOP(=O)(OCC)OCC.CCOP(=O)(OCC)OCC.CCOP(=O)(OCC)OCC.ClCCCl.ClCCCl.ClCCCl.ClCCCl.ClCCCl
calculated total energy	-9395.085209	Ha
frontier orbital gap	10.46	eV
M	1405.6	g/mol

The geometry in XYZ format:
```
170
Properties=species:S:1:pos:R:3:mulliken_charge:R:1
C -1.046 4.350 3.579 -1.2428
C -2.208 3.590 2.874 1.3974
O -3.453 4.163 3.235 -0.4096
P -4.268 5.079 2.143 0.5461
O -5.609 5.592 2.548 -0.8136
O -4.296 4.140 0.802 0.0561
C -5.030 2.913 0.841 0.1261
C -5.357 2.533 -0.642 -0.9543
O -3.177 6.235 1.697 -0.1951
C -3.194 7.492 2.460 -0.3253
C -2.773 7.382 3.906 -1.0508
H -0.891 5.331 3.130 0.2447
H -1.077 4.466 4.662 0.3147
H -0.111 3.840 3.349 0.1527
H -2.090 3.621 1.791 -0.4503
H -2.212 2.527 3.114 0.0343
H -4.445 2.147 1.351 -0.1062
H -5.988 2.989 1.355 0.3990
H -5.837 3.348 -1.184 0.3601
H -4.539 2.214 -1.288 -0.2302
H -6.101 1.737 -0.679 0.4862
H -2.465 8.133 1.964 0.3163
H -4.176 7.964 2.442 0.3480
H -3.369 6.652 4.454 0.2885
H -1.720 7.141 4.052 0.2505
H -2.976 8.297 4.462 0.4192
C 0.653 0.090 -5.335 -1.6043
C 1.302 0.399 -4.014 1.2732
O 2.401 -0.441 -3.646 0.1889
P 3.902 0.137 -3.529 0.2939
O 4.498 0.763 -4.726 -0.8195
O 3.766 1.058 -2.176 0.0110
C 4.101 2.404 -2.152 -0.1410
C 3.592 3.008 -0.832 -0.5661
O 4.703 -1.173 -3.037 -0.3918
C 4.319 -1.833 -1.869 -0.6955
C 3.168 -2.842 -1.978 -0.1233
H 0.423 -0.974 -5.382 0.3224
H -0.248 0.699 -5.419 0.2836
H 1.357 0.420 -6.099 0.4418
H 1.600 1.426 -4.226 0.0062
H 0.564 0.430 -3.213 -0.3823
H 5.186 2.504 -2.162 0.2995
H 3.629 2.900 -3.000 0.1216
H 2.523 3.175 -0.962 -0.0839
H 3.833 2.422 0.054 0.0464
H 3.953 4.028 -0.696 0.4810
H 5.217 -2.402 -1.628 0.3589
H 4.179 -1.136 -1.043 0.3176
H 3.066 -3.601 -1.202 0.0846
H 2.209 -2.334 -2.082 -0.0708
H 3.346 -3.458 -2.860 0.3229
C 0.216 5.729 -0.580 -1.3024
C -1.092 4.877 -0.750 0.7972
O -1.475 4.828 -2.095 -0.3893
P -1.246 3.626 -3.131 0.1363
O -1.239 2.248 -2.506 0.1019
O -2.270 3.936 -4.354 -0.4867
C -3.677 3.975 -4.122 0.4718
C -4.277 5.378 -3.890 -1.2694
O 0.206 4.094 -3.783 0.0486
C 0.356 5.260 -4.537 -0.2386
C 1.559 4.933 -5.462 -1.0866
H 1.080 5.256 -1.045 0.1803
H 0.178 6.721 -1.031 0.3797
H 0.465 5.939 0.460 0.3309
H -1.026 3.922 -0.229 -0.0605
H -1.897 5.409 -0.242 -0.0681
H -4.085 3.464 -4.994 0.4704
H -4.035 3.395 -3.271 -0.4142
H -5.365 5.333 -3.853 0.4258
H -3.953 5.691 -2.897 0.1794
H -4.053 6.118 -4.659 0.3323
H -0.485 5.541 -5.171 0.2894
H 0.555 6.111 -3.886 0.2663
H 2.034 5.793 -5.934 0.4319
H 2.308 4.549 -4.769 0.1100
H 1.188 4.266 -6.240 0.3006
C 2.222 -2.299 8.784 -1.1498
C 1.587 -1.349 7.751 -0.0697
O 2.592 -0.865 6.831 -0.4148
P 3.194 -1.696 5.513 0.9343
O 2.160 -2.388 4.724 -0.5094
O 3.969 -0.570 4.687 -0.4110
C 3.274 0.421 4.020 0.5438
C 4.179 1.027 2.919 -1.3097
O 4.351 -2.597 6.201 -0.3986
C 5.228 -3.302 5.299 -0.1262
C 4.715 -4.751 5.229 -1.1020
H 1.485 -2.934 9.274 0.3351
H 3.140 -2.821 8.516 0.2732
H 2.647 -1.620 9.523 0.3330
H 0.777 -1.751 7.142 0.2101
H 1.062 -0.498 8.185 0.3121
H 2.370 0.015 3.565 -0.1622
H 2.881 1.258 4.598 0.1979
H 4.300 0.217 2.200 0.3062
H 3.542 1.788 2.469 0.2755
H 5.100 1.441 3.331 0.3860
H 5.152 -2.886 4.294 0.1869
H 6.254 -3.260 5.666 0.3639
H 3.625 -4.762 5.217 0.2266
H 5.125 -5.345 4.413 0.3349
H 5.056 -5.319 6.095 0.3574
C 1.359 -7.337 -1.802 -1.3665
C 0.844 -5.893 -1.710 0.7745
O 1.012 -5.241 -2.993 -0.0120
P -0.251 -5.168 -3.988 0.3977
O -1.181 -4.045 -3.798 -0.4485
O -0.848 -6.678 -3.885 -0.2748
C -2.230 -6.967 -3.665 -0.2861
C -3.037 -7.152 -4.927 -1.2010
O 0.454 -5.180 -5.453 -0.2976
C 1.425 -6.161 -5.793 0.1239
C 1.178 -6.623 -7.184 -1.3713
H 2.099 -7.521 -2.581 0.3233
H 1.593 -7.798 -0.842 0.4292
H 0.580 -8.013 -2.154 0.2608
H -0.191 -5.939 -1.372 0.3072
H 1.529 -5.387 -1.031 -0.3766
H -2.364 -7.815 -2.994 0.3652
H -2.696 -6.136 -3.136 0.2852
H -4.038 -7.486 -4.652 0.4124
H -2.997 -6.227 -5.501 0.2794
H -2.639 -7.961 -5.541 0.2916
H 2.421 -5.754 -5.622 0.2679
H 1.397 -6.985 -5.080 0.1581
H 1.028 -5.801 -7.884 0.3091
H 2.005 -7.195 -7.604 0.4097
H 0.353 -7.325 -7.300 0.2746
Cl -1.820 0.714 7.389 -0.2080
C -1.215 1.771 6.073 -0.5897
C -0.038 1.069 5.323 0.3203
Cl -0.415 -0.456 4.633 0.0179
H -0.970 2.752 6.481 0.4830
H -2.048 2.026 5.418 0.1313
H 0.817 0.938 5.986 0.2587
H 0.387 1.696 4.539 -0.3036
Cl -4.338 -2.059 -4.832 -0.2214
C -3.381 -1.208 -3.569 -0.0729
C -3.601 0.314 -3.548 0.3712
Cl -5.348 0.703 -3.593 -0.1918
H -2.332 -1.412 -3.784 -0.0219
H -3.641 -1.556 -2.569 0.2890
H -3.143 0.829 -4.392 0.1463
H -3.224 0.711 -2.606 -0.2591
Cl -0.391 -1.708 -1.047 0.0893
C 0.331 -0.314 -0.278 0.3609
C -0.357 0.069 1.063 0.0783
Cl 0.370 1.590 1.709 -0.3294
H 0.271 0.528 -0.968 -0.5216
H 1.393 -0.490 -0.108 0.1829
H -0.171 -0.709 1.803 -0.3465
H -1.437 0.183 0.971 0.3941
Cl 4.131 -3.660 1.350 -0.2307
C 2.576 -4.411 1.850 -0.1642
C 1.405 -3.374 1.494 1.2968
Cl -0.192 -4.100 1.780 -0.2405
H 2.615 -4.652 2.913 0.2322
H 2.639 -5.304 1.229 0.3099
H 1.394 -3.105 0.438 -0.6515
H 1.496 -2.420 2.013 -0.4574
Cl -4.385 -3.270 2.118 -0.2073
C -3.155 -2.644 3.199 0.4179
C -3.600 -1.501 4.141 -0.1761
Cl -4.073 -0.003 3.301 -0.0984
H -2.314 -2.331 2.580 -0.5646
H -2.699 -3.461 3.759 0.3986
H -2.727 -1.239 4.739 -0.1473
H -4.404 -1.809 4.810 0.3930
```


No. 3
The following is a DFT calculation (ωB97M-V/def2-TZVPD) of a molecular structure, C27H15BrCl5CuO6.

Calculated values
calculated total energy	-8004.975079	Ha
charge	-1
<S²>	0.752
frontier orbital gap (spin up / spin down)	8.12 / 7.91	eV
M	756.1	g/mol
multiplicity	2

The geometry in XYZ format:
```
55
Properties=species:S:1:pos:R:3:mulliken_charge:R:1
Cu -0.780 -1.471 -1.179 0.0235
O 0.262 0.374 -1.396 0.0456
C -0.387 1.512 -0.836 2.7617
C -1.879 1.089 -0.617 0.1801
O -2.687 1.943 -0.294 -0.7266
O -2.104 -0.168 -0.734 -0.5025
C 0.140 1.811 0.563 -0.2850
C -0.025 3.074 1.127 -0.2490
C 0.382 3.316 2.429 -0.8892
C 0.952 2.300 3.188 -0.5851
C 1.108 1.039 2.635 -1.0057
C 0.701 0.795 1.330 0.0387
C -0.197 2.691 -1.786 -0.4960
C -1.241 3.429 -2.328 0.0566
C -0.977 4.503 -3.173 -0.9007
C 0.329 4.850 -3.484 -0.3865
C 1.377 4.112 -2.950 -0.8440
C 1.113 3.048 -2.104 -0.3860
H 1.208 0.339 -1.197 0.0217
H -0.486 3.861 0.545 0.5007
H 0.250 4.304 2.854 0.3978
H 1.260 2.490 4.208 0.4010
H 1.539 0.236 3.220 0.5049
H 0.811 -0.202 0.916 0.3237
H -2.262 3.177 -2.080 0.4863
H -1.801 5.074 -3.583 0.4085
H 0.530 5.683 -4.147 0.3902
H 2.401 4.374 -3.187 0.3885
H 1.944 2.490 -1.684 0.3088
Cl 5.235 -5.680 -0.356 -0.2192
C 3.923 -4.656 -0.813 0.5513
C 4.095 -3.277 -0.873 -0.2810
Cl 5.634 -2.587 -0.512 -0.2060
C 3.029 -2.458 -1.224 1.0648
Cl 3.257 -0.741 -1.279 -0.2176
C 1.754 -2.966 -1.575 -1.0066
O 0.810 -2.180 -1.982 -0.9490
C 1.621 -4.375 -1.507 1.0144
Cl 0.104 -5.044 -1.942 -0.1309
C 2.677 -5.194 -1.131 -0.1032
Cl 2.456 -6.902 -1.074 -0.2015
Br 0.171 -2.876 1.454 -0.0606
C -1.462 -2.053 2.017 0.2925
C -1.387 -1.259 3.152 -0.6625
C -2.513 -0.584 3.588 -0.4397
C -3.713 -0.734 2.907 -0.6745
C -3.778 -1.557 1.799 -0.4623
C -2.651 -2.219 1.317 0.6357
C -2.830 -3.039 0.047 0.3078
O -3.828 -3.735 -0.043 -0.6929
O -1.896 -2.978 -0.845 -0.1268
H -0.446 -1.165 3.678 0.4245
H -2.445 0.063 4.454 0.3756
H -4.594 -0.194 3.230 0.3660
H -4.704 -1.686 1.255 0.4198
```


No. 4
The following is a DFT calculation (ωB97M-V/def2-TZVPD) of a molecular structure, C29H36Cl2N4O2P2V.

Calculated values
calculated total energy	-4043.042763	Ha
<S²>	3.793
frontier orbital gap (spin up / spin down)	7.19 / 7.05	eV
M	656.4	g/mol
multiplicity	4

The geometry in XYZ format:
```
76
Properties=species:S:1:pos:R:3:mulliken_charge:R:1
V -0.501 -2.493 3.013 0.2996
C -1.167 2.415 3.908 -0.8518
C -1.563 1.591 2.941 -0.3502
C -0.806 1.087 1.739 -0.7331
C 0.292 0.024 2.026 2.2500
C 1.615 0.699 2.344 -0.5142
C 1.842 1.944 2.780 -0.4156
C 0.975 3.176 2.782 -1.0234
C 0.048 3.284 3.996 -0.4685
C 1.444 -2.855 4.062 -0.9383
H -1.865 2.555 4.747 0.5905
H -2.506 1.043 3.146 0.3347
H -0.486 1.861 1.010 0.6103
H -1.565 0.548 1.168 -0.0636
H -0.026 -0.645 2.905 -1.1617
H 0.409 -0.600 1.110 0.1586
H 2.502 0.043 2.318 0.4261
H 2.818 2.128 3.263 0.3383
H 0.491 3.333 1.808 0.3538
H 1.659 4.016 2.939 0.4064
H 0.500 2.860 4.913 0.2756
H -0.187 4.357 4.172 0.4449
H 1.453 -2.028 4.800 0.2331
H 1.881 -2.579 3.081 0.1735
H 2.090 -3.600 4.528 0.3966
P 1.529 -1.060 -1.594 0.0757
P -2.029 -0.394 -1.439 -0.0935
N 2.834 0.064 -1.926 0.4506
N 2.213 -2.346 -2.726 0.3500
N -2.190 1.347 -1.954 0.4536
N -3.542 -0.901 -2.186 0.3139
C 0.420 -0.276 -2.856 -0.6839
C -0.981 -0.892 -2.902 -1.3594
C 3.885 0.288 -1.025 -0.3960
C 4.880 1.013 -1.672 -0.6934
C 4.456 1.222 -3.025 -0.7398
C 3.208 0.632 -3.154 -0.1049
C 2.430 -3.669 -2.325 -0.4407
C 2.820 -4.426 -3.427 -0.6591
C 2.859 -3.540 -4.551 -0.6690
C 2.501 -2.273 -4.089 -0.0797
C -2.208 2.420 -1.052 -0.8682
C -2.019 3.618 -1.737 -0.7672
C -1.980 3.303 -3.127 -0.8438
C -2.076 1.912 -3.230 -0.3297
C -4.344 -0.300 -3.168 -0.1715
C -5.287 -1.226 -3.604 -0.6615
C -5.054 -2.445 -2.883 -0.5649
C -3.980 -2.231 -2.039 -0.4469
H 0.846 -0.406 -3.861 0.1534
H 0.369 0.803 -2.638 0.6753
H -1.478 -0.561 -3.827 0.4758
H -0.945 -1.996 -2.922 0.7117
H 3.786 -0.078 -0.012 0.3261
H 5.813 1.342 -1.238 0.4140
H 5.013 1.728 -3.814 0.4235
H 2.574 0.618 -4.031 0.3891
H 2.289 -3.934 -1.292 0.3925
H 3.043 -5.481 -3.438 0.4046
H 3.094 -3.790 -5.575 0.4280
H 2.445 -1.351 -4.649 0.1902
H -2.460 2.250 -0.019 0.9224
H -1.931 4.605 -1.300 0.4412
H -1.934 4.005 -3.953 0.4454
H -2.118 1.326 -4.138 0.5131
H -4.193 0.726 -3.471 0.4669
H -6.047 -1.055 -4.354 0.4277
H -5.602 -3.372 -2.995 0.4137
H -3.461 -2.893 -1.362 0.3484
Cl -1.634 1.198 7.021 -0.1477
C -1.120 -0.516 7.025 0.1908
Cl -2.343 -1.645 7.543 -0.1700
C -0.643 -0.911 5.611 0.4080
O 0.433 -0.332 5.367 -0.5951
O -1.284 -1.752 4.884 -0.7687
H -0.206 -0.533 7.630 0.2771
```